This record from OMol25 describes C29H44BrMoN6O2PS4Si2 as an isolated structure in a non-equilibrium geometry. The level of theory is ωB97M-V with the def2-TZVPD basis set.

The geometry in ORCA input format:
```
! RIJCOSX wB97M-V def2-TZVPD def2/J DEFGRID3
* xyz -1 2
Mo -0.33557 -0.29269 0.02733
C 1.65257 4.34374 3.77817
S 0.58390 4.30473 2.33406
C 0.17752 2.57134 2.20474
S 1.06842 1.29972 2.93398
N -0.89943 2.42514 1.48878
N -1.19505 1.05183 1.42014
C -2.07784 0.67318 2.24605
C -2.26269 -0.77219 2.35711
C -3.12620 -1.35888 3.25788
C -3.17633 -2.74042 3.32322
C -2.34221 -3.47106 2.49485
C -1.50078 -2.80940 1.61822
N -1.47458 -1.47145 1.53870
H 2.20390 5.28278 3.73058
H 2.34117 3.50074 3.74448
H 1.07064 4.30078 4.69677
H -2.55932 1.39459 2.89642
H -3.74694 -0.72810 3.88144
H -3.85590 -3.23723 4.00472
H -2.33372 -4.55272 2.51409
H -0.84246 -3.34332 0.94892
C -3.99622 0.53734 -2.89990
Si -3.33856 0.99590 -1.22255
C -4.15392 -0.21138 -0.06243
C -3.92920 2.67573 -0.66694
N -1.55646 1.04592 -1.17276
C -0.87307 1.93385 -1.88780
C -1.46624 2.82756 -2.84605
C -0.72785 3.74472 -3.51980
C 0.66572 3.83553 -3.27700
C 1.27481 2.99951 -2.39143
C 0.55687 1.98520 -1.67781
N 1.10203 1.08086 -0.82159
Si 2.86959 1.30814 -0.55361
C 3.28993 3.01103 0.09798
C 3.81055 0.19463 0.59959
C 3.76156 1.16378 -2.21515
H -5.09110 0.61063 -2.88697
H -3.71506 -0.50197 -3.09091
H -3.62455 1.14271 -3.72845
H -5.12429 -0.45813 -0.50844
H -4.34398 0.22050 0.92592
H -3.59330 -1.13944 0.05088
H -4.94335 2.60287 -0.25742
H -3.94077 3.42304 -1.46459
H -3.25675 3.04312 0.11770
H -2.52892 2.77347 -3.02353
H -1.20297 4.40455 -4.23523
H 1.25898 4.57498 -3.80097
H 2.33477 3.11182 -2.24663
H 3.18367 3.01885 1.18320
H 2.68979 3.83056 -0.29771
H 4.34274 3.20195 -0.14645
H 3.86925 0.65794 1.58690
H 4.82353 0.10843 0.18800
H 3.40583 -0.80842 0.72240
H 4.31450 2.08865 -2.41289
H 3.08434 0.99012 -3.05585
H 4.48749 0.34651 -2.19319
C -0.31835 -6.96344 -0.51744
C -0.68362 -5.58573 -1.02984
O 0.01368 -4.59316 -0.28402
P 0.96903 -3.55273 -1.18321
S 1.37551 -2.10796 0.31200
S -1.33676 -1.70225 -1.43365
O 2.37038 -4.44938 -1.14531
C 2.99140 -4.89018 0.06457
C 4.35627 -4.25107 0.19048
H -0.93892 -7.73044 -0.99096
H -0.46866 -7.01049 0.56339
H 0.73089 -7.18358 -0.72562
H -1.75451 -5.39644 -0.91919
H -0.43946 -5.49765 -2.09438
H 3.07544 -5.97898 0.01628
H 2.36856 -4.63524 0.92303
H 4.96266 -4.47351 -0.69094
H 4.87800 -4.62980 1.07441
H 4.25407 -3.16859 0.28170
Br 2.92172 -5.12663 -5.58021
C 2.35954 -3.51185 -4.76058
C 1.18533 -2.90766 -5.17185
C 0.83375 -1.71282 -4.55829
N 1.55060 -1.14036 -3.59615
C 2.64528 -1.77584 -3.19066
C 3.11997 -2.95304 -3.75744
H 0.56723 -3.34211 -5.94518
H -0.07657 -1.19795 -4.84766
H 3.18491 -1.31433 -2.37186
H 4.01781 -3.42716 -3.38817
*
```

Calculated values
- Frontier orbital gap (alpha / beta): 4.82 / 4.68 eV
- ΔE to the lowest compared entry with this formula, charge and spin: 65.2 kcal/mol
- LUMO level (alpha / beta): 1.33 / 1.26 eV
- E_tot: -6765.998788 hartree
- Strongest force on any atom: 2.6 eV/A


This record from OMol25 describes a 2-piece molecular cluster, C38H38NO overall in a non-equilibrium geometry. The level of theory is ωB97M-V with the def2-TZVPD basis set.

The geometry in ORCA input format:
```
! RIJCOSX wB97M-V def2-TZVPD def2/J DEFGRID3
* xyz 1 1
C -6.24463 -2.76478 2.37639
C -5.01853 -1.92735 2.30256
C -5.05313 -0.65370 1.74535
C -3.91796 0.11584 1.67321
C -2.68091 -0.35808 2.15719
C -1.55914 0.50905 2.08720
C -0.24986 0.37360 2.58114
C 0.21545 -0.70506 3.37084
C 1.52025 -0.79822 3.74841
C 2.44640 0.19965 3.41127
O 3.81801 0.07214 3.74096
C 4.62865 -0.74870 2.90424
C 5.49716 -0.14633 1.98913
C 6.21580 -0.90860 1.09803
C 6.09189 -2.28622 1.10662
C 5.26191 -2.90216 2.02665
C 4.53457 -2.14480 2.91724
C 1.98047 1.31724 2.69968
C 0.68200 1.40033 2.29299
C -2.65658 -1.67041 2.66742
C -3.80152 -2.41853 2.75679
H -6.04303 -3.71622 2.87272
H -7.02628 -2.25139 2.93822
H -6.61921 -2.98254 1.37490
H -5.98605 -0.27662 1.36110
H -3.96890 1.10165 1.24139
H -1.74636 1.42605 1.55753
H -0.45548 -1.45475 3.73188
H 1.85710 -1.63468 4.33327
H 5.57762 0.92743 1.99344
H 6.85312 -0.42632 0.37410
H 6.63304 -2.87862 0.38713
H 5.16381 -3.97658 2.02828
H 3.89245 -2.61783 3.64067
H 2.67656 2.10703 2.48346
H 0.35618 2.25318 1.72457
H -1.73502 -2.14790 2.92808
H -3.76057 -3.40957 3.17584
C -1.83844 8.10019 -1.61776
C -2.99245 7.44512 -1.92234
C -3.87902 7.02097 -0.90379
C -5.08289 6.34762 -1.21192
C -5.92494 5.95550 -0.21984
C -5.60754 6.21268 1.11811
C -4.45477 6.85824 1.47660
C -4.15690 7.06955 2.93138
C -3.36073 5.91841 3.55864
C -2.90326 6.23474 5.00523
C -3.34862 5.09094 5.94706
C -4.89253 4.98110 5.88853
C -5.31489 4.65212 4.44580
N -4.11600 4.61759 3.54812
C -3.18861 3.53456 3.97546
C -2.73466 3.76489 5.43087
C -3.55340 7.28129 0.45183
C -2.34003 7.96110 0.72302
C -1.51160 8.35960 -0.28234
H -1.17022 8.41778 -2.40241
H -3.24363 7.24488 -2.94990
H -5.32470 6.15008 -2.24289
H -6.84384 5.44561 -0.46145
H -6.28908 5.89173 1.88527
H -3.62284 8.01466 3.07014
H -5.09548 7.20004 3.47653
H -2.47105 5.75124 2.93316
H -1.81617 6.37030 5.05147
H -3.34632 7.18183 5.33047
H -3.01582 5.29311 6.97931
H -5.24858 4.21348 6.58666
H -5.34421 5.92704 6.21151
H -5.79444 3.66956 4.39604
H -6.04856 5.36657 4.06353
H -3.69877 2.57328 3.85894
H -2.33633 3.51301 3.28951
H -1.64073 3.80224 5.49476
H -3.05485 2.93299 6.06946
H -2.06784 8.16955 1.74159
H -0.59665 8.88118 -0.05098
*
```

Calculated values
- Frontier orbital gap: 4.03 eV
- ΔE to the lowest compared entry with this formula, charge and spin: 0.0 kcal/mol
- LUMO level: -5.60 eV
- E_tot: -1600.553010 hartree
- Strongest force on any atom: 1.7 eV/A


This record from OMol25 describes a single C4H3NO2 molecule. The level of theory is ωB97M-V with the def2-TZVPD basis set.

The geometry in ORCA input format:
```
! RIJCOSX wB97M-V def2-TZVPD def2/J DEFGRID3
* xyz 0 1
O -2.28790 0.97927 -0.54714
C -1.66900 -0.02611 -0.80804
C -0.24898 -0.17243 -0.41796
C 0.40890 0.69381 0.49021
C 1.53625 0.01272 0.78436
O 1.58647 -1.13179 0.07591
N 0.45244 -1.24994 -0.67574
H -2.14545 -0.91594 -1.25152
H 0.03261 1.63464 0.85731
H 2.33466 0.17578 1.49263
*
```

Calculated values
- Frontier orbital gap: 10.58 eV
- SMILES: O=Cc1ccon1
- ΔE to the lowest compared entry with this formula, charge and spin: 49.5 kcal/mol
- LUMO level: 0.01 eV
- E_tot: -359.391543 hartree
- Strongest force on any atom: 0.5 eV/A


This record from OMol25 describes an isolated ion of composition C3H6N3O and charge +1 in a non-equilibrium geometry. The level of theory is ωB97M-V with the def2-TZVPD basis set.

The geometry in ORCA input format:
```
! RIJCOSX wB97M-V def2-TZVPD def2/J DEFGRID3
* xyz 1 1
N 2.16955 0.45526 -0.12427
N 0.83881 0.17027 -0.12967
C 0.47296 -0.97437 0.50052
C -0.90009 -1.03617 0.49696
N -1.35618 0.13073 0.03263
O -2.65176 0.54964 -0.11715
C -0.20912 0.93711 -0.41364
H 2.94197 -0.18299 0.07514
H 2.43520 1.32417 -0.58070
H 1.05970 -1.66264 0.90180
H -1.51222 -1.81161 0.82407
H -3.15207 0.08345 -0.81912
H -0.13676 2.01717 -0.64659
*
```

Calculated values
- Frontier orbital gap: 10.51 eV
- SMILES: N[n+]1ccn(O)c1
- ΔE to the lowest compared entry with this formula, charge and spin: 71.8 kcal/mol
- LUMO level: -3.71 eV
- E_tot: -357.042286 hartree
- Strongest force on any atom: 5.0 eV/A


This record from OMol25 describes C38H34F11IrN5PS as an isolated structure. The level of theory is ωB97M-V with the def2-TZVPD basis set.

The geometry in ORCA input format:
```
! RIJCOSX wB97M-V def2-TZVPD def2/J DEFGRID3
* xyz 1 2
Ir 0.66756 -0.68266 0.02199
C 1.37810 -3.28947 1.60354
N 0.42784 -2.17019 1.80519
C -0.92752 -2.72075 1.77398
C -1.31607 -2.97411 0.31259
N -0.31906 -2.37157 -0.57466
C -0.19199 -3.04325 -1.78569
C 1.04439 -3.24259 -2.40114
F 2.16051 -2.75811 -1.83124
C 1.19870 -3.91502 -3.59907
F 2.41207 -4.04671 -4.13064
C 0.09926 -4.46192 -4.23624
F 0.23670 -5.11503 -5.38172
C -1.14759 -4.30584 -3.65440
F -2.22615 -4.79171 -4.25658
C -1.28135 -3.60302 -2.46948
F -2.53052 -3.39872 -2.02986
C 0.77579 -1.45662 3.04463
C 1.63999 -0.24203 2.66599
N 2.17689 -0.51226 1.33979
C 3.49054 -0.11222 1.11174
C 4.35904 -0.88237 0.33713
F 3.93731 -2.04012 -0.17917
C 5.66536 -0.50940 0.07588
F 6.43604 -1.28139 -0.68734
C 6.17428 0.65742 0.61867
F 7.42762 1.01960 0.38041
C 5.35140 1.44502 1.40639
F 5.80991 2.58609 1.91168
C 4.03874 1.06998 1.62870
F 3.27388 1.91675 2.32630
H 1.26810 -3.99561 2.43106
H 2.39331 -2.91053 1.57958
H 1.15733 -3.79228 0.66582
H -1.61341 -2.02677 2.26151
H -0.94698 -3.65947 2.33426
H -2.32418 -2.60317 0.15023
H -1.36150 -4.04542 0.10151
H 1.32831 -2.12872 3.70266
H -0.13539 -1.16032 3.56312
H 2.44094 -0.09370 3.39128
H 1.03054 0.66577 2.67531
C -0.60661 -0.46982 -3.34031
P -0.82022 0.22178 -1.65934
C -2.61342 0.06003 -1.37349
C -3.48892 0.46279 -2.38637
C -4.85596 0.35699 -2.20849
C -5.37038 -0.13081 -1.01167
C -4.51108 -0.49358 0.01112
C -3.13814 -0.39416 -0.17357
C -0.77775 2.01536 -2.03941
C -1.39915 2.89823 -1.15819
C -1.39652 4.25852 -1.40813
C -0.77864 4.75648 -2.54939
C -0.16829 3.88411 -3.43622
C -0.16554 2.51750 -3.18239
H -1.15239 0.16242 -4.03851
H -1.02583 -1.46565 -3.39529
H 0.44271 -0.50213 -3.62762
H -3.10893 0.86516 -3.31715
H -5.52464 0.66446 -3.00122
H -6.44076 -0.20860 -0.87614
H -4.90362 -0.84297 0.95714
H -2.46815 -0.61092 0.64657
H -1.88498 2.52143 -0.26611
H -1.88246 4.93246 -0.71532
H -0.78428 5.81957 -2.74941
H 0.29886 4.26216 -4.33626
H 0.32174 1.85680 -3.88826
F -2.40324 3.92334 7.16175
C -2.27001 3.25584 6.00696
C -3.15623 3.52380 4.97340
C -3.01247 2.84150 3.78721
C -1.98424 1.88117 3.60622
C -1.83824 1.21112 2.38559
C -1.11486 1.64151 4.70045
C -1.25290 2.31988 5.89032
H -3.93764 4.25647 5.11953
H -3.70021 3.03113 2.97262
H -2.51768 1.41430 1.57177
H -1.05184 0.48213 2.22501
H -0.32426 0.90876 4.59757
H -0.59486 2.14251 6.72960
N 3.36752 2.44385 -1.96591
C 2.68332 1.35492 -1.61086
N 2.89454 0.21445 -2.27036
S 1.55240 1.50168 -0.35030
H 4.05591 2.42889 -2.69934
H 3.15930 3.32442 -1.52595
H 3.68004 0.11646 -2.89608
H 2.49029 -0.63330 -1.88949
*
```

Calculated values
- Frontier orbital gap (alpha / beta): 6.04 / 7.00 eV
- ΔE to the lowest compared entry with this formula, charge and spin: 35.6 kcal/mol
- LUMO level (alpha / beta): -3.46 / -3.46 eV
- E_tot: -3684.306167 hartree
- Strongest force on any atom: 0.5 eV/A


This record from OMol25 describes a 2-piece molecular cluster, CHFO2 overall in a non-equilibrium geometry. The level of theory is ωB97M-V with the def2-TZVPD basis set.

The geometry in ORCA input format:
```
! RIJCOSX wB97M-V def2-TZVPD def2/J DEFGRID3
* xyz 0 1
C 0.16478 1.52099 -0.44671
O 0.69592 1.05949 0.62932
O -0.69726 1.47016 0.52623
F 0.27326 -2.18926 -0.09851
H -0.43670 -1.86138 -0.61033
*
```

Calculated values
- Frontier orbital gap: 12.24 eV
- ΔE to the lowest compared entry with this formula, charge and spin: 146.1 kcal/mol
- LUMO level: 0.22 eV
- E_tot: -288.855266 hartree
- Strongest force on any atom: 2.6 eV/A


Q: Which value of E_tot does entry 2 give?
A: -1600.553010 hartree


Q: Look up the E_tot of the first one.
A: -6765.998788 hartree